Entry from OMol25: a 2-piece molecular cluster, C4H8N2O2S overall (wB97M-V/def2-TZVPD).

The calculation puts the calculated total energy at -22187.155 eV. The HOMO energy comes out at -8.50 eV. For the strongest force on any atom, the calculation gives 4.1 eV/A. As for the SMILES: NC(=S)C(=O)O.C=CN. For the orbital gap, the calculation gives 8.321 eV.

Structure (XYZ):
```
17
C4H8N2O2S | OMol25 | wB97M-V/def2-TZVPD
C 0.971 0.685 0.797
C -1.889 -1.012 -1.104
C 2.013 -0.406 0.306
C -1.608 0.258 -0.774
N -2.133 1.157 0.158
N 2.064 -1.443 1.054
O 0.368 0.407 1.790
O 0.930 1.753 0.120
S 2.863 0.015 -1.068
H -2.756 -1.635 -0.814
H -1.072 -1.381 -1.647
H -0.617 0.562 -1.338
H -2.219 2.037 -0.325
H -3.013 0.793 0.560
H 2.904 -2.038 1.019
H 1.521 -1.362 1.845
H 1.673 1.610 -0.579
```

These are the Mulliken partial charges, in e, on atoms 1 to 6:
1. C 0.694
2. C -0.833
3. C 0.176
4. C 0.046
5. N -0.364
6. N -0.276

=====

Entry from OMol25: a 2-piece molecular cluster, C4H8N2O2S overall (wB97M-V/def2-TZVPD).

The calculation puts the calculated total energy at -22184.126 eV. The HOMO energy (alpha / beta) comes out at -8.39 / -8.51 eV. For the strongest force on any atom, the calculation gives 3.8 eV/A. For the orbital gap (alpha / beta), the calculation gives 7.019 / 7.675 eV.

Structure (XYZ):
```
17
C4H8N2O2S | OMol25 | wB97M-V/def2-TZVPD
C 2.220 -0.420 0.007
C 1.304 0.292 -0.775
C 1.666 -0.674 1.330
C 0.369 0.215 1.266
N 0.300 0.719 -0.050
N -2.921 1.008 -1.204
O -1.588 -1.061 -1.973
O -2.384 -1.082 0.517
S -1.836 -0.358 -0.704
H 3.132 -0.779 -0.479
H 1.334 0.655 -1.780
H 1.442 -1.687 1.200
H 2.305 -0.487 2.119
H -0.549 -0.285 1.462
H 0.579 1.010 1.974
H -2.854 1.151 -2.207
H -2.519 1.781 -0.704
```

These are the Mulliken partial charges, in e, on atoms 1 to 6:
1. C -0.474
2. C -0.142
3. C -0.592
4. C -0.425
5. N -0.428
6. N -0.578

=====

Entry from OMol25: a 2-piece molecular cluster, C4H8N2O2Si overall (wB97M-V/def2-TZVPD).

The calculation puts the calculated total energy at -19226.622 eV. The HOMO energy comes out at -7.35 eV. For the strongest force on any atom, the calculation gives 5.8 eV/A. As for the SMILES: C=C/[SiH]=C(/N)O.N=C=O. For the orbital gap, the calculation gives 7.340 eV.

Structure (XYZ):
```
17
C4H8N2O2Si | OMol25 | wB97M-V/def2-TZVPD
C 0.206 -1.793 2.192
C 0.877 -0.614 2.108
C 1.169 -1.035 -2.743
C -1.080 1.107 -0.034
N 0.415 -1.082 -1.825
N -1.111 2.126 -0.992
O 1.986 -1.149 -3.555
O -2.208 0.207 -0.122
Si 0.410 0.867 0.994
H 0.675 -2.523 2.719
H -0.552 -2.257 1.578
H 1.623 -0.412 2.746
H 0.433 -0.800 -0.845
H -2.261 0.156 -1.095
H -1.757 2.778 -0.898
H -0.179 2.551 -1.139
H 1.355 1.875 0.911
```

These are the Mulliken partial charges, in e, on atoms 1 to 6:
1. C -0.704
2. C -0.378
3. C 0.509
4. C 0.292
5. N -0.347
6. N -0.552

=====

Entry from OMol25: a 2-piece molecular cluster, C4H8N2O3 overall (wB97M-V/def2-TZVPD).

The calculation puts the calculated total energy at -13395.177 eV. The HOMO energy comes out at -9.11 eV. For the strongest force on any atom, the calculation gives 3.6 eV/A. As for the SMILES: [H]/N=C/C(C)=O.C=[N+]([O-])O. For the orbital gap, the calculation gives 9.919 eV.

Structure (XYZ):
```
17
C4H8N2O3 | OMol25 | wB97M-V/def2-TZVPD
C 0.893 -0.863 -0.736
C 2.374 -1.044 -0.987
C -2.011 1.692 0.873
C 0.735 -0.401 0.703
N 1.007 0.815 0.881
N -2.052 0.533 0.307
O -1.812 -0.515 0.850
O 0.017 -1.220 -1.452
O -2.315 0.463 -1.070
H 2.972 -0.690 -0.230
H 2.563 -2.018 -1.398
H 2.635 -0.544 -1.914
H -1.992 2.566 0.218
H -2.111 1.766 1.993
H 0.413 -1.181 1.410
H -2.260 -0.444 -1.396
H 0.944 1.085 1.946
```

These are the Mulliken partial charges, in e, on atoms 1 to 6:
1. C 0.710
2. C -1.249
3. C -0.557
4. C -0.081
5. N -0.577
6. N 0.745

=====

Question: Which of these has the lowest calculated total energy?
Answer: number 1

=====

What did the fourth record say?
Entry from OMol25: a 2-piece molecular cluster, C4H8N2O3 overall (wB97M-V/def2-TZVPD).

The calculation puts the calculated total energy at -13395.177 eV. The HOMO energy comes out at -9.11 eV. For the strongest force on any atom, the calculation gives 3.6 eV/A. As for the SMILES: [H]/N=C/C(C)=O.C=[N+]([O-])O. For the orbital gap, the calculation gives 9.919 eV.

Structure (XYZ):
```
17
C4H8N2O3 | OMol25 | wB97M-V/def2-TZVPD
C 0.893 -0.863 -0.736
C 2.374 -1.044 -0.987
C -2.011 1.692 0.873
C 0.735 -0.401 0.703
N 1.007 0.815 0.881
N -2.052 0.533 0.307
O -1.812 -0.515 0.850
O 0.017 -1.220 -1.452
O -2.315 0.463 -1.070
H 2.972 -0.690 -0.230
H 2.563 -2.018 -1.398
H 2.635 -0.544 -1.914
H -1.992 2.566 0.218
H -2.111 1.766 1.993
H 0.413 -1.181 1.410
H -2.260 -0.444 -1.396
H 0.944 1.085 1.946
```

These are the Mulliken partial charges, in e, on atoms 1 to 6:
1. C 0.710
2. C -1.249
3. C -0.557
4. C -0.081
5. N -0.577
6. N 0.745